C42H53Br42F9N2O9 as an isolated structure at a distorted geometry, computed with ωB97M-V/def2-TZVPD.

The geometry in XYZ format:
```
157
Properties=species:S:1:pos:R:3:lowdin_charge:R:1
C -2.39 -2.30 0.72 0.076
C -1.46 -1.61 1.35 -0.193
N -0.09 -1.57 0.99 -0.072
C 0.71 -2.17 2.07 -0.110
C 0.23 -3.64 2.25 -0.151
O 1.34 -4.46 2.70 -0.048
C 0.86 -5.34 3.64 -0.554
C 0.98 -4.95 5.13 0.016
O 0.38 -6.37 3.38 0.163
C 0.37 -0.38 0.29 -0.189
C -0.30 -0.44 -1.12 -0.049
C -1.74 0.04 -1.34 -0.175
F -2.44 -0.93 -2.08 -0.046
C 0.22 1.00 1.08 -0.171
O -0.86 1.84 0.72 -0.054
C -0.57 3.10 0.16 -0.321
C 0.33 3.04 -1.11 -0.065
C 0.12 4.20 -2.12 -0.159
O -0.67 3.73 -3.23 -0.023
C -0.10 3.99 -4.44 -0.496
O -0.68 4.71 -5.17 0.133
C 1.20 3.36 -4.93 -0.126
C 2.07 4.53 -5.46 -0.116
C -1.97 3.59 -0.40 0.030
C -3.14 3.26 0.52 -0.394
O -3.13 3.18 1.67 0.189
O -4.39 3.12 -0.14 0.076
C -4.60 1.83 -0.61 -0.513
C -4.71 1.63 -2.12 0.030
O -4.72 0.92 0.12 0.164
C -0.11 4.18 1.21 -0.296
C 1.12 5.03 0.86 -0.070
F -1.11 5.06 1.58 -0.013
N 0.11 0.82 2.54 -0.046
C -1.10 1.36 3.13 -0.053
C 1.32 1.08 3.25 -0.466
C 2.06 2.43 3.26 -0.073
O 1.78 0.23 3.93 0.141
C 1.88 -0.45 -0.10 -0.343
F 2.27 0.66 -0.78 0.109
F 2.66 -0.33 1.03 -0.030
C 2.41 -1.67 -0.93 -0.307
F 3.72 -1.79 -0.62 -0.007
F 1.93 -2.88 -0.57 0.007
C 2.36 -1.69 -2.49 -0.558
F 3.45 -2.35 -2.91 0.157
F 2.37 -0.53 -3.13 0.190
F 1.35 -2.40 -2.96 0.132
H -2.14 -3.19 0.14 0.068
H -3.42 -1.95 0.81 0.084
H -1.77 -1.14 2.30 0.122
H 0.44 -1.69 3.02 0.114
H 1.79 -2.27 1.91 0.127
H -0.58 -3.73 2.99 0.133
H -0.14 -4.04 1.30 0.030
H 1.58 -4.04 5.28 0.070
H -0.01 -4.86 5.59 0.090
H 1.49 -5.78 5.63 0.082
H -0.31 -1.52 -1.38 0.124
H 0.30 0.00 -1.93 0.111
H -2.30 0.20 -0.42 0.096
H -1.74 0.94 -1.97 0.106
H 1.14 1.62 1.00 0.138
H 0.14 2.12 -1.69 0.112
H 1.40 3.01 -0.88 0.108
H -0.24 5.13 -1.68 0.096
H 1.12 4.44 -2.53 0.129
H 0.97 2.65 -5.73 0.126
H 1.74 2.79 -4.15 0.109
H 2.26 5.19 -4.60 0.084
H 3.01 4.18 -5.90 0.081
H 1.49 5.08 -6.21 -0.061
H -2.12 3.02 -1.33 0.113
H -2.00 4.67 -0.60 0.134
H -5.62 2.10 -2.52 0.097
H -4.79 0.56 -2.34 0.089
H -3.86 2.08 -2.66 0.082
H 0.17 3.62 2.12 0.095
H 2.01 4.45 0.59 0.090
H 1.36 5.64 1.74 -0.083
H 0.87 5.76 0.07 0.091
H -2.03 0.95 2.73 0.082
H -1.22 2.45 3.13 0.083
H -1.10 1.06 4.20 0.111
H 1.42 3.28 3.53 0.029
H 2.86 2.41 4.02 0.002
H 2.57 2.59 2.29 0.090
C -2.33 7.73 -4.76 -1.634
Br -1.84 9.56 -5.14 0.560
Br -2.33 7.37 -2.86 0.580
Br -4.02 7.26 -5.57 0.582
H -1.58 7.09 -5.20 -0.079
C 5.21 -5.59 -3.39 -1.608
Br 6.91 -4.74 -3.08 0.579
Br 5.03 -6.19 -5.22 0.558
Br 4.89 -7.02 -2.14 0.613
H 4.44 -4.84 -3.23 -0.057
C 7.07 -0.67 1.40 -1.617
Br 8.08 -1.39 -0.08 0.559
Br 7.93 0.88 2.16 0.565
Br 5.24 -0.32 0.91 0.780
H 7.04 -1.43 2.17 -0.117
C 7.14 -5.11 2.67 -1.597
Br 8.14 -5.82 1.19 0.577
Br 8.04 -3.60 3.49 0.619
Br 5.33 -4.67 2.17 0.581
H 7.08 -5.89 3.42 -0.030
C 6.50 -4.24 7.15 -1.650
Br 7.40 -5.91 7.47 0.564
Br 4.73 -4.50 6.43 0.562
Br 6.46 -3.13 8.73 0.575
H 7.07 -3.70 6.40 -0.079
C 2.38 -8.48 -7.36 -1.638
Br 2.53 -9.39 -5.67 0.550
Br 2.28 -9.72 -8.84 0.574
Br 0.91 -7.23 -7.37 0.550
H 3.29 -7.91 -7.49 -0.049
C -5.57 4.91 3.57 -1.629
Br -4.99 6.70 3.14 0.566
Br -5.62 4.60 5.47 0.546
Br -7.27 4.49 2.74 0.566
H -4.84 4.23 3.15 -0.060
C 8.81 -3.72 -6.84 -1.645
Br 7.21 -3.71 -7.92 0.550
Br 9.68 -5.44 -6.87 0.561
Br 10.01 -2.29 -7.31 0.567
H 8.49 -3.55 -5.81 -0.058
C -7.07 0.36 5.19 -1.622
Br -7.47 -1.52 5.29 0.537
Br -7.66 1.31 6.76 0.557
Br -5.20 0.68 4.83 0.550
H -7.62 0.76 4.35 -0.030
C -11.11 -3.67 3.79 -1.633
Br -11.65 -4.26 2.03 0.561
Br -9.61 -4.68 4.46 0.562
Br -10.77 -1.77 3.83 0.545
H -11.94 -3.85 4.45 -0.111
C 1.13 -6.24 -2.20 -1.581
Br 1.30 -5.61 -4.01 0.573
Br 0.37 -4.89 -1.04 0.776
Br 0.17 -7.91 -2.11 0.591
H 2.13 -6.43 -1.83 -0.092
C 2.74 6.31 4.65 -1.546
Br 1.06 6.19 3.70 0.766
Br 3.69 4.63 4.63 0.707
Br 3.83 7.75 3.98 0.594
H 2.50 6.54 5.68 -0.026
C 2.11 7.83 -8.58 -1.609
Br 3.74 6.79 -8.71 0.578
Br 0.91 7.10 -7.26 0.671
Br 2.48 9.70 -8.26 0.578
H 1.62 7.76 -9.54 -0.028
C -15.85 -3.80 3.96 -1.621
Br -15.89 -2.05 3.15 0.574
Br -15.54 -5.18 2.64 0.562
Br -14.57 -3.89 5.40 0.603
H -16.82 -3.98 4.39 -0.032
```

Properties
E, eV: -3032053.4516
Lowest unoccupied orbital energy, eV: -0.47
HOMO, eV: -9.17
Net charge: 0


C28H43ClN4OPbSi4Te as an isolated structure, computed with ωB97M-V/def2-TZVPD.

The geometry in XYZ format:
```
83
Properties=species:S:1:pos:R:3:lowdin_charge:R:1
Pb 0.46 -1.80 -0.05 1.302
Cl 5.53 -2.24 -5.73 0.700
C 4.19 -2.01 -4.66 -0.666
C 2.89 -1.96 -5.17 -0.066
C 1.82 -1.76 -4.33 0.001
C 1.99 -1.62 -2.94 -0.364
O 0.94 -1.37 -2.19 -0.456
C 3.30 -1.70 -2.43 -0.132
C 3.66 -1.59 -1.04 -0.057
N 2.90 -1.65 0.00 -0.026
C 3.52 -1.57 1.29 -0.200
C 4.81 -1.96 1.54 0.002
C 5.39 -1.81 2.82 -0.037
C 4.67 -1.30 3.86 -0.010
C 3.31 -0.94 3.65 -0.138
C 2.48 -0.49 4.70 0.021
C 1.16 -0.24 4.47 -0.032
C 0.66 -0.44 3.17 -0.144
N 1.41 -0.83 2.16 -0.034
C 2.73 -1.09 2.38 -0.169
C 4.39 -1.87 -3.31 -0.054
H 2.74 -2.06 -6.23 0.118
H 0.81 -1.71 -4.72 0.117
H 4.72 -1.44 -0.88 0.128
H 5.41 -2.41 0.76 0.119
H 6.41 -2.12 2.97 0.121
H 5.10 -1.18 4.84 0.126
H 2.90 -0.36 5.69 0.132
H 0.49 0.08 5.26 0.115
H -0.39 -0.29 2.96 0.101
H 5.40 -1.91 -2.92 0.119
C -1.55 -7.36 -1.34 -0.018
N -1.54 -6.64 -0.07 -0.197
C -1.98 -7.33 1.14 -0.019
C -1.27 -5.35 -0.04 -0.293
N -1.04 -4.22 -0.02 0.041
H -2.57 -7.65 -1.60 0.097
H -0.94 -8.26 -1.25 0.096
H -1.14 -6.73 -2.13 0.095
H -3.02 -7.62 1.05 0.097
H -1.86 -6.68 2.00 0.094
H -1.37 -8.23 1.28 0.096
C -2.10 2.50 3.60 -0.196
Si -2.92 2.41 1.93 0.331
C -3.60 0.73 1.52 -0.206
C -4.18 3.75 1.72 -0.196
Si -1.16 2.87 0.39 0.456
Te -0.35 1.14 -1.15 0.730
Si 0.14 4.87 0.30 0.322
C -1.12 6.23 0.31 -0.207
C 1.10 4.79 -1.28 -0.223
C 1.21 4.85 1.81 -0.204
Si -2.49 1.20 -2.59 0.267
C -3.47 -0.34 -2.32 -0.196
C -1.84 1.35 -4.30 -0.208
C -3.39 2.73 -2.02 -0.224
H -2.81 2.14 4.35 0.054
H -1.84 3.53 3.85 0.043
H -1.20 1.89 3.67 0.009
H -4.21 0.37 2.35 0.052
H -2.82 -0.01 1.32 0.021
H -4.24 0.79 0.64 0.026
H -4.92 3.66 2.51 0.054
H -4.70 3.68 0.76 0.032
H -3.74 4.75 1.79 0.032
H -1.79 6.18 -0.55 0.039
H -0.59 7.19 0.26 0.052
H -1.72 6.23 1.22 0.030
H 0.44 4.77 -2.15 0.038
H 1.75 3.91 -1.32 0.026
H 1.73 5.68 -1.36 0.051
H 0.62 4.89 2.73 0.034
H 1.86 5.72 1.80 0.052
H 1.85 3.96 1.85 0.037
H -2.90 -1.23 -2.60 0.045
H -4.35 -0.29 -2.97 0.056
H -3.82 -0.45 -1.30 0.021
H -1.34 0.43 -4.61 0.039
H -1.14 2.18 -4.41 0.042
H -2.69 1.52 -4.97 0.056
H -3.80 2.59 -1.01 -0.006
H -4.23 2.94 -2.68 0.062
H -2.74 3.61 -2.03 0.033
```

Properties
E, eV: -94305.5286
Lowest unoccupied orbital energy, eV: -7.08
HOMO, eV: -12.14
Net charge: +2


A single C4H7NO2 molecule at a distorted geometry, computed with ωB97M-V/def2-TZVPD.

The geometry in XYZ format:
```
14
Properties=species:S:1:pos:R:3:lowdin_charge:R:1
O -2.01 1.08 -0.63 0.033
C -2.03 0.04 -0.03 -0.323
C -0.99 -1.05 -0.39 -0.035
C 0.07 -0.16 0.62 -0.118
N 0.81 0.71 -0.33 0.023
C 2.15 0.77 -0.17 -0.391
O 2.73 0.74 0.88 0.033
H -2.40 -0.15 0.99 0.122
H -0.97 -1.26 -1.44 0.103
H -0.93 -1.84 0.34 0.087
H 0.70 -0.96 1.00 0.105
H -0.18 0.48 1.47 0.127
H 0.34 0.72 -1.20 0.101
H 2.73 0.89 -1.11 0.131
```

Properties
E, eV: -9844.0984
Lowest unoccupied orbital energy, eV: 0.83
Energy above the lowest of the compared OMol25 structures with the same formula, charge and spin, eV: 3.181
HOMO, eV: -9.94
Net charge: 0
SMILES: O=CCCNC=O


C16H21Br36O as an isolated structure at a distorted geometry, computed with ωB97M-V/def2-TZVPD.

The geometry in XYZ format:
```
74
Properties=species:S:1:pos:R:3:lowdin_charge:R:1
C 6.19 -0.15 -3.39 -0.261
C 5.11 0.88 -2.92 -0.323
C 3.94 0.79 -3.97 -0.288
C 2.70 0.15 -3.25 -0.322
O 2.67 -1.23 -3.61 -0.115
H 6.51 0.09 -4.43 0.041
H 5.77 -1.17 -3.36 0.042
H 7.08 -0.16 -2.73 -0.017
H 5.56 1.90 -2.98 0.003
H 3.65 1.77 -4.40 0.070
H 4.24 0.06 -4.75 0.078
H 1.80 0.68 -3.65 0.082
H 2.77 0.34 -2.16 0.049
H 2.57 -1.80 -2.86 -0.005
C 2.09 -3.99 0.08 -1.590
Br 3.41 -4.17 -1.31 0.621
Br 2.75 -2.94 1.57 0.518
Br 0.42 -3.28 -0.60 0.557
H 1.88 -4.98 0.46 -0.031
C 8.70 0.68 0.39 -1.632
Br 6.79 0.40 0.20 0.560
Br 9.72 -0.39 -0.85 0.529
Br 9.16 2.56 0.26 0.518
H 8.98 0.36 1.39 -0.047
C 0.48 2.84 -1.13 -1.601
Br 0.67 1.22 -0.09 0.541
Br -0.62 4.15 -0.22 0.520
Br 2.19 3.57 -1.64 0.602
H -0.04 2.57 -2.04 -0.033
C -2.99 -1.26 1.63 -1.581
Br -1.33 -1.57 2.55 0.527
Br -3.23 0.61 1.19 0.539
Br -3.16 -2.39 0.06 0.544
H -3.79 -1.54 2.30 -0.029
C -0.10 -2.80 6.19 -1.594
Br -1.45 -4.12 6.60 0.554
Br 1.08 -2.49 7.69 0.556
Br 0.88 -3.24 4.59 0.472
H -0.62 -1.86 6.00 -0.035
C 1.54 2.30 4.06 -1.610
Br -0.38 2.32 3.83 0.528
Br 2.29 0.58 3.62 0.539
Br 2.39 3.73 3.07 0.572
H 1.74 2.48 5.11 -0.035
C 3.08 -7.06 5.07 -1.618
Br 1.16 -7.03 4.85 0.540
Br 3.83 -8.80 4.66 0.563
Br 3.94 -5.65 4.07 0.544
H 3.28 -6.87 6.12 -0.092
C -6.65 1.15 -1.57 -1.600
Br -6.75 -0.66 -0.89 0.558
Br -6.81 2.46 -0.15 0.571
Br -5.06 1.43 -2.62 0.557
H -7.50 1.29 -2.22 -0.043
C -9.04 5.18 -1.63 -1.630
Br -7.42 5.97 -2.33 0.585
Br -10.31 6.53 -1.08 0.569
Br -9.81 3.93 -2.89 0.564
H -8.76 4.62 -0.75 -0.082
C 3.91 -5.96 9.62 -1.615
Br 4.93 -7.44 10.32 0.564
Br 4.86 -5.03 8.23 0.577
Br 2.15 -6.51 9.03 0.568
H 3.76 -5.26 10.44 -0.031
C -4.18 0.66 -7.03 -1.625
Br -4.82 -0.92 -6.11 0.549
Br -5.63 1.87 -7.45 0.545
Br -2.77 1.54 -6.05 0.564
H -3.76 0.33 -7.97 -0.033
C -9.10 7.72 -5.52 -1.636
Br -11.01 7.56 -5.74 0.548
Br -8.14 6.61 -6.79 0.556
Br -8.51 9.56 -5.59 0.561
H -8.86 7.34 -4.54 -0.093
```

Properties
E, eV: -2540503.7310
Lowest unoccupied orbital energy, eV: 0.75
Energy above the lowest of the compared OMol25 structures with the same formula, charge and spin, eV: 0.991
HOMO, eV: -1.35
Net charge: -1